Entry from OMol25: a gas-phase ion, C12H12I2N (charge +1) in a non-equilibrium geometry (the ωB97M-V functional and the def2-TZVPD basis).

Last column: Mulliken charge in e.
Element x y z (Å)
1 C 4.277 1.440 0.250  -1.585
2 C 2.744 1.601 -0.002  -0.197
3 I 2.583 3.088 -1.589  0.167
4 C 2.070 0.266 -0.425  -1.022
5 I 3.106 -1.531 0.284  0.200
6 N 0.660 0.134 -0.008  0.263
7 C 0.119 0.669 1.129  0.208
8 C -1.191 0.490 1.501  -1.117
9 C -2.053 -0.316 0.681  0.879
10 C -3.420 -0.602 0.940  -0.660
11 C -4.195 -1.374 0.092  -0.483
12 C -3.607 -1.934 -1.108  -0.562
13 C -2.287 -1.691 -1.382  -0.721
14 C -1.475 -0.868 -0.521  0.624
15 C -0.127 -0.611 -0.798  0.025
16 H 4.767 0.877 -0.567  0.464
17 H 4.781 2.425 0.266  0.462
18 H 4.496 0.962 1.219  0.402
19 H 2.327 2.054 0.907  0.324
20 H 2.121 0.198 -1.523  0.640
21 H 0.737 1.262 1.806  0.338
22 H -1.591 0.914 2.427  0.444
23 H -3.919 -0.197 1.828  0.370
24 H -5.247 -1.554 0.344  0.393
25 H -4.217 -2.537 -1.790  0.397
26 H -1.780 -2.104 -2.264  0.358
27 H 0.318 -1.060 -1.697  0.390

M   424.0 Da
Charge   +1
Gap between HOMO and LUMO   7.8666 eV
F_max   1.460 eV/Å
Electronic energy   -1114.3714 hartree
Multiplicity   1
HOMO energy   -12.601 eV